--- A ---
2 unconnected molecules or ions with the total composition C5H14. Source: OMol25; level of theory: ωB97M-V/def2-TZVPD.

Properties
total charge	0
LUMO level	1.15	eV
Kohn-Sham gap	12.15	eV

```
19
C5H14 (ωB97M-V/def2-TZVPD)
C 0.640 0.132 1.200
C 0.007 -1.063 1.921
C 1.043 -2.234 1.911
H 1.712 0.005 1.025
H 0.590 1.031 1.889
H 0.070 0.649 0.410
H -0.394 -0.973 2.931
H -0.817 -1.441 1.311
H 1.784 -1.998 2.657
H 0.569 -3.150 2.309
H 1.318 -2.389 0.890
C -0.268 1.956 -2.426
C -1.391 0.929 -2.113
H 0.636 1.864 -1.816
H 0.079 1.780 -3.445
H -0.610 3.001 -2.432
H -1.120 0.054 -2.721
H -2.388 1.265 -2.420
H -1.458 0.582 -1.081
```

Computed natural (NBO) charges, given in elementary charges: -0.6421, -0.4034, -0.6007, 0.2128, 0.2093, 0.2216, 0.2022, 0.1915, 0.2020, 0.2005, 0.2055, -0.6148, -0.6133, 0.2080, 0.2024, 0.2039, 0.2036, 0.2077, 0.2031

--- B ---
2 unconnected molecules or ions with the total composition C5H14. Source: OMol25; level of theory: ωB97M-V/def2-TZVPD.

Properties
total charge	0
LUMO level	1.13	eV
Kohn-Sham gap	12.20	eV

```
19
C5H14 (ωB97M-V/def2-TZVPD)
C 1.319 -0.242 -1.571
C 0.092 0.553 -2.010
C -1.181 -0.292 -1.703
H 2.214 0.037 -2.141
H 1.585 -0.140 -0.513
H 1.276 -1.336 -1.540
H 0.049 0.635 -3.091
H 0.149 1.606 -1.729
H -1.876 -0.085 -2.524
H -1.780 -0.254 -0.800
H -0.993 -1.367 -1.791
C 0.173 0.348 1.761
C -0.269 -0.116 3.133
H 1.072 0.925 1.556
H 0.276 -0.524 1.096
H -0.681 0.913 1.378
H 0.379 -0.606 3.852
H -1.098 -0.799 2.965
H -0.707 0.744 3.671
```

Computed natural (NBO) charges, given in elementary charges: -0.6202, -0.4097, -0.6185, 0.2063, 0.2064, 0.2073, 0.1984, 0.2122, 0.2031, 0.2102, 0.2041, -0.6127, -0.6101, 0.2091, 0.1986, 0.2058, 0.2077, 0.2035, 0.1986

--- C ---
2 unconnected molecules or ions with the total composition C5H14. Source: OMol25; level of theory: ωB97M-V/def2-TZVPD.

Properties
total charge	0
LUMO level	1.12	eV
Kohn-Sham gap	12.12	eV

```
19
C5H14 (ωB97M-V/def2-TZVPD)
C 0.119 1.045 -2.495
C 0.315 -0.232 -1.636
C 1.500 -0.111 -0.648
H -0.373 1.144 -3.492
H 1.053 1.599 -2.738
H -0.661 1.731 -1.933
H -0.737 -0.446 -1.106
H 0.591 -1.133 -2.161
H 1.394 0.899 -0.038
H 1.383 -0.987 0.072
H 2.426 0.001 -1.236
C -1.510 -0.171 1.959
C -0.263 -0.815 2.324
H -2.345 -0.893 2.174
H -1.768 0.837 2.591
H -1.379 0.205 0.964
H 0.364 -0.138 2.039
H -0.015 -1.776 1.955
H -0.093 -0.758 3.405
```

Computed natural (NBO) charges, given in elementary charges: -0.6439, -0.4048, -0.6111, 0.2244, 0.2065, 0.2052, 0.1950, 0.2002, 0.1937, 0.2210, 0.2122, -0.5882, -0.6134, 0.2032, 0.1960, 0.2016, 0.1997, 0.2047, 0.1977

--- D ---
2 unconnected molecules or ions with the total composition C5H14. Source: OMol25; level of theory: ωB97M-V/def2-TZVPD.

Properties
total charge	0
LUMO level	1.10	eV
Kohn-Sham gap	11.84	eV

```
19
C5H14 (ωB97M-V/def2-TZVPD)
C 0.888 2.436 1.224
C 1.289 1.090 1.832
C 1.550 -0.020 0.876
H 1.511 2.665 0.341
H 0.820 3.262 1.906
H -0.027 2.229 0.667
H 2.186 1.219 2.439
H 0.579 0.818 2.635
H 1.727 0.227 -0.168
H 2.425 -0.613 1.162
H 0.856 -0.871 0.909
C -1.430 -1.322 -2.405
C -1.975 -1.838 -1.072
H -0.368 -1.080 -2.432
H -1.493 -2.060 -3.197
H -2.050 -0.468 -2.671
H -3.069 -1.794 -1.050
H -1.737 -1.075 -0.319
H -1.683 -2.807 -0.677
```

Computed natural (NBO) charges, given in elementary charges: -0.6040, -0.4093, -0.6281, 0.2003, 0.2144, 0.2003, 0.1932, 0.1997, 0.2091, 0.2122, 0.2123, -0.6087, -0.6125, 0.2044, 0.2005, 0.2060, 0.2025, 0.2010, 0.2069

Stability check: which of them is least stable? C.

--- A ---
2 unconnected molecules or ions with the total composition C5H14. Source: OMol25; level of theory: ωB97M-V/def2-TZVPD.

Properties
total charge	0
LUMO level	1.19	eV
Kohn-Sham gap	12.41	eV

```
19
C5H14 (ωB97M-V/def2-TZVPD)
C -0.081 1.499 -1.668
C -0.294 1.836 -0.198
C 0.856 1.401 0.730
H -0.403 0.467 -1.867
H -0.743 2.068 -2.330
H 0.929 1.600 -2.062
H -0.388 2.921 -0.096
H -1.235 1.386 0.107
H 1.206 2.234 1.345
H 0.547 0.581 1.374
H 1.751 1.165 0.156
C -0.665 -2.108 1.200
C 0.158 -2.412 -0.075
H 0.064 -1.863 1.983
H -1.313 -1.247 1.086
H -1.082 -3.029 1.600
H -0.028 -3.414 -0.459
H 1.224 -2.328 0.123
H -0.021 -1.676 -0.856
```

Computed natural (NBO) charges, given in elementary charges: -0.6062, -0.4042, -0.6147, 0.1980, 0.2078, 0.2035, 0.1961, 0.1986, 0.2080, 0.2094, 0.2039, -0.6229, -0.6141, 0.2026, 0.2095, 0.2117, 0.2054, 0.2038, 0.2040

--- B ---
2 unconnected molecules or ions with the total composition C5H14. Source: OMol25; level of theory: ωB97M-V/def2-TZVPD.

Properties
total charge	0
LUMO level	1.17	eV
Kohn-Sham gap	12.58	eV

```
19
C5H14 (ωB97M-V/def2-TZVPD)
C -1.868 0.016 -0.458
C -1.313 0.960 -1.537
C -0.150 1.804 -0.986
H -2.724 -0.534 -0.852
H -1.081 -0.695 -0.194
H -2.141 0.578 0.436
H -2.113 1.641 -1.824
H -1.005 0.434 -2.434
H -0.529 2.784 -0.709
H 0.603 2.025 -1.752
H 0.344 1.358 -0.124
C 1.030 -1.177 1.915
C 2.003 -1.382 0.720
H 1.523 -0.937 2.852
H 0.295 -0.414 1.680
H 0.537 -2.132 2.128
H 3.039 -1.096 0.892
H 1.667 -0.812 -0.158
H 1.882 -2.420 0.406
```

Computed natural (NBO) charges, given in elementary charges: -0.6014, -0.3961, -0.6144, 0.2076, 0.1987, 0.2022, 0.1931, 0.1961, 0.2054, 0.2082, 0.2011, -0.6167, -0.6195, 0.2070, 0.2056, 0.2043, 0.2103, 0.2024, 0.2062

Stability check: which of them is least stable? A.

--- A ---
2 unconnected molecules or ions with the total composition C5H14. Source: OMol25; level of theory: ωB97M-V/def2-TZVPD.

Properties
total charge	0
LUMO level	1.02	eV
Kohn-Sham gap	11.91	eV

```
19
C5H14 (ωB97M-V/def2-TZVPD)
C -1.625 -0.308 -1.601
C -0.775 -1.267 -0.778
C -1.107 -2.772 -0.883
H -2.514 -0.039 -1.033
H -1.611 -0.607 -2.682
H -0.874 0.650 -1.680
H 0.295 -1.131 -0.880
H -0.968 -0.896 0.305
H -0.828 -3.121 -1.869
H -0.425 -3.114 -0.112
H -2.106 -2.990 -0.796
C 2.153 1.509 1.212
C 1.007 2.415 1.729
H 1.826 0.547 1.589
H 2.257 1.641 0.064
H 3.042 1.678 1.745
H 0.132 2.281 1.172
H 1.215 3.522 1.739
H 0.904 2.002 2.758
```

Computed natural (NBO) charges, given in elementary charges: -0.6230, -0.3819, -0.6100, 0.2198, 0.2114, 0.1976, 0.1960, 0.1790, 0.1966, 0.2124, 0.2017, -0.6025, -0.5982, 0.2027, 0.2011, 0.2018, 0.1999, 0.1982, 0.1974

--- B ---
2 unconnected molecules or ions with the total composition C5H14. Source: OMol25; level of theory: ωB97M-V/def2-TZVPD.

Properties
total charge	0
LUMO level	1.17	eV
Kohn-Sham gap	12.39	eV

```
19
C5H14 (ωB97M-V/def2-TZVPD)
C -1.193 1.025 -0.730
C -0.501 2.359 -0.446
C 0.137 2.452 0.948
H -0.547 0.334 -1.276
H -2.035 1.169 -1.400
H -1.471 0.472 0.167
H 0.320 2.456 -1.166
H -1.124 3.199 -0.665
H -0.611 2.259 1.705
H 0.996 1.782 0.987
H 0.543 3.442 1.070
C 0.540 -3.354 -0.056
C 0.817 -1.877 0.212
H -0.542 -3.509 -0.090
H 0.987 -3.786 -0.948
H 0.855 -3.966 0.786
H 1.663 -1.776 0.896
H -0.032 -1.355 0.636
H 1.197 -1.327 -0.630
```

Computed natural (NBO) charges, given in elementary charges: -0.6141, -0.3963, -0.6010, 0.2058, 0.2098, 0.2002, 0.1915, 0.1955, 0.2004, 0.2028, 0.2057, -0.6148, -0.6146, 0.2034, 0.2082, 0.2035, 0.2020, 0.2072, 0.2049

--- C ---
2 unconnected molecules or ions with the total composition C5H14. Source: OMol25; level of theory: ωB97M-V/def2-TZVPD.

Properties
total charge	0
LUMO level	1.12	eV
Kohn-Sham gap	12.28	eV

```
19
C5H14 (ωB97M-V/def2-TZVPD)
C -0.704 3.123 -0.577
C -1.159 1.770 0.108
C -0.018 1.097 0.873
H -1.043 3.282 -1.590
H 0.391 3.049 -0.604
H -1.006 3.913 0.102
H -2.020 2.021 0.721
H -1.365 1.114 -0.734
H 0.433 1.696 1.654
H -0.406 0.192 1.345
H 0.767 0.813 0.175
C 0.143 -2.717 0.273
C 1.384 -2.784 -0.648
H -0.825 -2.800 -0.229
H 0.143 -3.491 1.039
H 0.220 -1.707 0.653
H 1.296 -3.581 -1.393
H 2.232 -3.173 -0.075
H 1.535 -1.817 -1.094
```

Computed natural (NBO) charges, given in elementary charges: -0.6083, -0.3938, -0.6069, 0.2079, 0.1969, 0.2022, 0.1987, 0.1955, 0.2023, 0.2075, 0.1989, -0.6110, -0.6085, 0.2011, 0.2038, 0.2045, 0.2001, 0.2059, 0.2034

--- D ---
2 unconnected molecules or ions with the total composition C5H14. Source: OMol25; level of theory: ωB97M-V/def2-TZVPD.

Properties
total charge	0
LUMO level	1.12	eV
Kohn-Sham gap	12.29	eV

```
19
C5H14 (ωB97M-V/def2-TZVPD)
C 1.865 2.246 -0.591
C 0.821 1.288 -0.055
C 0.927 0.928 1.425
H 2.108 3.025 0.121
H 1.514 2.739 -1.505
H 2.841 1.812 -0.853
H -0.138 1.796 -0.159
H 0.721 0.398 -0.685
H 1.606 0.081 1.567
H 1.219 1.811 1.982
H -0.019 0.522 1.764
C -2.120 -1.484 -0.562
C -1.433 -2.795 -0.214
H -1.920 -0.612 0.080
H -1.960 -1.102 -1.572
H -3.200 -1.554 -0.484
H -0.372 -2.749 -0.409
H -1.881 -3.625 -0.766
H -1.613 -2.999 0.834
```

Computed natural (NBO) charges, given in elementary charges: -0.6074, -0.3986, -0.6044, 0.1999, 0.2082, 0.2016, 0.1901, 0.1989, 0.2014, 0.2035, 0.2068, -0.6122, -0.6076, 0.2019, 0.2024, 0.2016, 0.2042, 0.2054, 0.2043

Stability check: which of them is least stable? A.

--- A ---
2 unconnected molecules or ions with the total composition C5H14. Source: OMol25; level of theory: ωB97M-V/def2-TZVPD.

Properties
total charge	0
LUMO level	1.14	eV
Kohn-Sham gap	12.57	eV

```
19
C5H14 (ωB97M-V/def2-TZVPD)
C 2.343 1.437 0.582
C 1.256 0.510 -0.003
C 1.516 0.454 -1.524
H 2.351 2.356 0.003
H 3.302 0.913 0.598
H 2.242 1.637 1.654
H 1.370 -0.488 0.417
H 0.293 0.941 0.241
H 0.861 -0.244 -2.045
H 1.268 1.443 -1.915
H 2.562 0.213 -1.688
C -2.335 -1.538 -0.158
C -2.687 -0.789 1.104
H -2.051 -0.909 -0.997
H -1.438 -2.162 0.005
H -3.000 -2.358 -0.441
H -1.971 0.020 1.271
H -3.626 -0.240 1.005
H -2.693 -1.459 1.956
```

Computed natural (NBO) charges, given in elementary charges: -0.6087, -0.3922, -0.6045, 0.2016, 0.2007, 0.2064, 0.1946, 0.1937, 0.2064, 0.1982, 0.2035, -0.6144, -0.6080, 0.2059, 0.1992, 0.2065, 0.2029, 0.2018, 0.2064

--- B ---
2 unconnected molecules or ions with the total composition C5H14. Source: OMol25; level of theory: ωB97M-V/def2-TZVPD.

Properties
total charge	0
LUMO level	1.10	eV
Kohn-Sham gap	11.97	eV

```
19
C5H14 (ωB97M-V/def2-TZVPD)
C -0.925 -0.112 -0.879
C -1.998 0.926 -0.980
C -3.100 0.788 0.021
H -1.249 -1.131 -1.103
H -0.377 -0.040 0.054
H -0.088 0.176 -1.497
H -1.642 1.979 -0.836
H -2.443 0.816 -2.017
H -3.822 -0.011 -0.048
H -2.828 0.445 0.992
H -3.811 1.658 0.016
C 2.844 -1.413 0.739
C 2.826 0.076 0.848
H 2.460 -1.920 -0.078
H 3.732 -1.870 0.744
H 2.258 -1.753 1.543
H 2.101 0.546 1.563
H 2.295 0.188 -0.103
H 3.767 0.651 1.020
```

Computed natural (NBO) charges, given in elementary charges: -0.6148, -0.4036, -0.6283, 0.2096, 0.2018, 0.2100, 0.2034, 0.1965, 0.2061, 0.2096, 0.2093, -0.6182, -0.6358, 0.2017, 0.2066, 0.2055, 0.2053, 0.2187, 0.2168

Stability check: which of them is least stable? B.

--- A ---
2 unconnected molecules or ions with the total composition C5H14. Source: OMol25; level of theory: ωB97M-V/def2-TZVPD.

Properties
total charge	0
LUMO level	1.18	eV
Kohn-Sham gap	12.26	eV

```
19
C5H14 (ωB97M-V/def2-TZVPD)
C 0.960 -0.446 -1.899
C -0.550 -0.399 -1.611
C -1.057 0.997 -1.179
H 1.042 0.079 -2.850
H 1.314 -1.473 -1.989
H 1.509 0.023 -1.094
H -1.079 -0.835 -2.467
H -0.842 -1.115 -0.832
H -1.104 0.990 -0.095
H -0.326 1.742 -1.498
H -1.998 1.196 -1.682
C 0.783 0.471 2.202
C -0.206 -0.675 2.296
H 1.224 0.763 1.241
H 0.302 1.452 2.354
H 1.568 0.532 2.953
H -0.151 -1.299 3.175
H -0.087 -1.401 1.474
H -1.175 -0.266 2.003
```

Computed natural (NBO) charges, given in elementary charges: -0.6058, -0.3921, -0.6144, 0.2029, 0.2080, 0.2002, 0.1931, 0.1882, 0.2065, 0.2008, 0.2131, -0.6338, -0.6303, 0.2109, 0.2036, 0.2119, 0.2203, 0.2059, 0.2112

--- B ---
2 unconnected molecules or ions with the total composition C5H14. Source: OMol25; level of theory: ωB97M-V/def2-TZVPD.

Properties
total charge	0
LUMO level	1.18	eV
Kohn-Sham gap	12.34	eV

```
19
C5H14 (ωB97M-V/def2-TZVPD)
C -2.510 0.094 0.025
C -1.175 -0.597 0.324
C -0.491 -1.065 -0.898
H -3.141 -0.584 -0.635
H -3.030 0.308 0.942
H -2.382 0.982 -0.444
H -0.577 0.163 0.802
H -1.353 -1.432 1.071
H -0.297 -0.248 -1.545
H 0.493 -1.630 -0.903
H -1.013 -1.846 -1.497
C 1.779 1.352 -0.152
C 2.264 0.172 0.733
H 2.451 2.052 -0.442
H 1.166 0.913 -0.975
H 1.155 1.864 0.595
H 1.697 -0.705 0.719
H 2.417 0.559 1.741
H 3.215 -0.133 0.378
```

Computed natural (NBO) charges, given in elementary charges: -0.5863, -0.4073, -0.6224, 0.1947, 0.2067, 0.1968, 0.2015, 0.1971, 0.1997, 0.2138, 0.2079, -0.6069, -0.6052, 0.2045, 0.2040, 0.1971, 0.2096, 0.1975, 0.1973

Stability check: which of them is least stable? B.

--- A ---
2 unconnected molecules or ions with the total composition C5H14. Source: OMol25; level of theory: ωB97M-V/def2-TZVPD.

Properties
total charge	0
LUMO level	1.12	eV
Kohn-Sham gap	12.14	eV

```
19
C5H14 (ωB97M-V/def2-TZVPD)
C -1.648 -0.581 1.252
C -1.653 -1.476 0.037
C -1.306 -0.773 -1.254
H -1.551 0.485 1.067
H -2.587 -0.664 1.831
H -0.866 -0.804 1.968
H -0.835 -2.210 0.108
H -2.530 -2.143 0.067
H -0.268 -0.398 -1.206
H -1.166 -1.477 -2.068
H -2.044 -0.009 -1.506
C 2.343 0.763 0.427
C 2.014 1.954 -0.447
H 2.472 0.954 1.499
H 1.639 -0.085 0.381
H 3.246 0.249 0.094
H 2.464 1.750 -1.440
H 2.391 2.902 -0.083
H 0.966 1.926 -0.755
```

Computed natural (NBO) charges, given in elementary charges: -0.6206, -0.4130, -0.6018, 0.2068, 0.2071, 0.2104, 0.1933, 0.2042, 0.2029, 0.2085, 0.2023, -0.6185, -0.6242, 0.2065, 0.2038, 0.2028, 0.2037, 0.2144, 0.2115

--- B ---
2 unconnected molecules or ions with the total composition C5H14. Source: OMol25; level of theory: ωB97M-V/def2-TZVPD.

Properties
total charge	0
LUMO level	1.12	eV
Kohn-Sham gap	12.35	eV

```
19
C5H14 (ωB97M-V/def2-TZVPD)
C -1.833 0.287 -0.391
C -1.601 -0.959 0.443
C -1.869 -0.776 1.933
H -1.257 1.139 -0.035
H -1.544 0.121 -1.429
H -2.882 0.591 -0.422
H -2.195 -1.789 0.032
H -0.578 -1.327 0.278
H -2.511 0.085 2.146
H -2.335 -1.641 2.399
H -0.946 -0.599 2.486
C 1.851 0.996 -1.236
C 3.012 0.228 -0.595
H 1.003 0.344 -1.437
H 1.519 1.825 -0.609
H 2.161 1.388 -2.210
H 3.054 -0.805 -0.946
H 2.980 0.240 0.492
H 3.968 0.655 -0.899
```

Computed natural (NBO) charges, given in elementary charges: -0.6029, -0.4041, -0.6135, 0.2016, 0.2061, 0.2019, 0.1960, 0.1965, 0.2033, 0.2099, 0.2054, -0.6093, -0.6100, 0.2030, 0.2042, 0.2033, 0.2028, 0.2038, 0.2021

Stability check: which of them is least stable? A.